This record from the OMol25 dataset describes a 17-piece molecular cluster, C11H46F9N2O20S overall in a non-equilibrium geometry. The level of theory is wB97M-V/def2-TZVPD.

The geometry in XYZ format:
```
89
Properties=species:S:1:pos:R:3:forces:R:3
C 5.076 -0.437 0.332 0.2 -0.2 -0.6
C 4.061 -0.954 -0.742 0.5 0.8 0.1
C 2.711 -0.174 -0.726 0.3 -0.8 -0.6
C 1.476 -1.079 -0.407 0.5 1.4 0.3
N 0.238 -0.297 -0.356 0.7 -0.7 0.0
C 0.064 0.474 0.875 -1.6 1.4 -0.5
C -1.275 1.280 0.712 0.0 -1.7 0.5
N -2.364 0.323 1.024 0.1 0.0 -0.6
C 1.825 -1.843 0.922 0.2 -1.9 1.8
O 2.441 -1.197 1.783 -0.2 1.0 -0.7
O 1.512 -3.059 1.071 -0.8 0.8 -0.9
S 1.308 -2.238 -1.834 2.5 -0.7 -1.4
O 2.058 -3.461 -1.709 -0.9 0.0 0.6
O 1.695 -1.572 -3.085 -1.4 0.7 0.6
C -0.493 -2.698 -2.169 -0.4 0.8 0.4
F -0.430 -3.440 -3.308 0.0 -0.2 0.6
F -1.244 -1.615 -2.473 0.2 -0.2 0.1
C -1.199 -3.466 -1.015 0.3 -1.0 0.3
F -1.202 -2.785 0.134 -0.1 0.3 -0.5
F -0.512 -4.608 -0.789 -0.1 0.2 -0.4
C -2.690 -3.897 -1.308 -0.2 -0.5 0.5
F -3.053 -3.760 -2.600 0.3 0.2 0.1
F -2.816 -5.213 -1.013 0.0 0.3 0.0
C -3.769 -3.166 -0.450 -1.0 -0.1 -0.5
F -3.781 -3.558 0.815 0.4 0.3 -0.1
F -3.704 -1.851 -0.571 0.3 -0.3 0.2
F -4.988 -3.535 -0.969 0.5 0.0 0.2
H 4.651 0.360 0.950 0.0 -0.4 0.0
H 5.955 -0.015 -0.189 -0.2 -0.1 0.2
H 5.438 -1.260 0.961 -0.2 0.3 0.0
H 4.539 -0.776 -1.718 -0.3 -0.2 0.2
H 3.930 -2.042 -0.667 -0.1 0.3 0.2
H 2.612 0.320 -1.700 -0.4 -0.1 0.2
H 2.737 0.626 0.026 -0.2 -0.7 -0.2
H 0.273 0.350 -1.143 0.0 0.0 0.2
H -0.100 -0.153 1.748 0.5 -0.1 -0.4
H 0.850 1.215 1.055 0.1 -0.5 0.1
H -1.421 1.568 -0.341 0.2 0.3 0.4
H -1.328 2.127 1.396 0.3 0.0 -0.4
H -2.332 0.059 2.001 -0.2 0.3 0.0
H -3.269 0.710 0.786 0.0 0.0 0.3
O 0.756 -3.245 4.146 -0.4 0.0 0.1
H -0.065 -3.687 4.376 0.1 -0.2 -0.1
H 0.768 -3.255 3.170 0.5 0.2 -0.2
O 0.676 3.462 1.665 0.4 0.6 0.3
H 1.194 4.220 1.363 0.1 -0.1 0.0
H 0.649 3.559 2.625 -0.2 -0.1 0.0
O -1.793 4.340 0.778 -0.3 0.2 -0.5
H -2.034 5.212 0.452 0.1 0.0 0.1
H -0.844 4.408 0.958 -0.3 -0.3 0.1
O -1.239 6.505 2.451 0.1 0.5 0.3
H -2.067 6.240 2.863 0.0 -0.2 -0.1
H -1.476 7.273 1.919 0.0 -0.1 -0.1
O 2.737 1.649 -3.620 -0.4 0.6 0.2
H 3.012 2.284 -4.292 0.1 -0.1 0.0
H 2.263 0.974 -4.114 0.1 -0.1 0.1
O -2.208 -2.192 4.725 0.1 0.0 0.1
H -1.308 -2.045 5.041 0.0 0.0 -0.1
H -2.386 -3.120 4.942 -0.3 0.3 0.1
O -3.589 0.695 4.468 0.0 0.0 0.2
H -4.285 1.038 5.037 0.0 0.0 0.0
H -3.557 -0.252 4.658 0.2 -0.1 -0.1
O -0.571 0.666 3.747 -0.1 0.2 0.5
H -1.274 1.004 4.316 -0.1 -0.1 -0.1
H -0.530 -0.276 3.948 0.2 0.0 -0.1
O -3.525 -4.217 6.102 -0.1 -0.4 0.2
H -4.228 -3.920 6.688 0.0 0.1 -0.1
H -3.463 -5.165 6.261 0.0 0.0 -0.1
O -2.584 -3.241 -5.282 0.0 0.1 0.0
H -1.948 -3.174 -4.556 -0.1 0.0 -0.3
H -2.919 -4.140 -5.218 0.0 0.0 0.0
O -5.325 -2.031 -3.491 0.1 0.1 0.0
H -4.911 -2.419 -2.711 -0.2 0.1 -0.2
H -4.584 -1.838 -4.077 0.0 -0.1 0.0
O 3.224 2.548 0.837 0.3 0.6 0.1
H 2.561 2.516 1.542 -0.1 -0.1 -0.2
H 3.985 2.979 1.243 0.1 -0.2 0.0
O 4.153 2.280 -6.071 0.1 0.1 -0.3
H 4.493 1.380 -6.111 0.0 0.0 0.3
H 4.329 2.647 -6.943 0.0 0.1 0.0
O -2.690 7.672 -0.237 0.0 0.0 -0.1
H -2.349 8.358 -0.820 0.0 0.0 0.0
H -3.135 7.058 -0.831 0.0 0.0 0.1
O 3.962 -0.682 -4.469 0.0 -0.3 -0.6
H 3.159 -1.097 -4.104 0.2 0.0 0.3
H 3.890 -0.842 -5.415 0.0 -0.2 0.1
O 3.570 5.068 -1.260 0.1 0.1 0.2
H 4.486 5.346 -1.164 0.0 0.0 -0.1
H 3.541 4.197 -0.843 -0.2 -0.2 -0.1
```
Positions in Å, forces in eV/Å.

## Properties
HOMO-LUMO gap (eV): 6.69
LUMO energy (eV): 1.70
Total charge: -1
Energy (eV): -91377.1209

From a Löwdin analysis of the wavefunction, the atomic charges in e read: -0.10, -0.20, -0.15, -0.38, -0.01, -0.19, -0.24, 0.00, -0.67, 0.01, -0.05, 0.86, -0.27, -0.32, -0.42, 0.09, 0.11, -0.36, 0.17, 0.15, -0.30, 0.13, 0.15, -0.53, 0.20, 0.19, 0.12, 0.04, 0.06, 0.07, 0.09, 0.10, 0.08, 0.08, 0.12, 0.09, 0.08, 0.11, 0.06, 0.04, 0.06, -0.07, 0.00, 0.02, -0.05, 0.07, 0.08, -0.08, 0.00, -0.01, -0.06, 0.04, 0.02, -0.07, 0.00, 0.02, -0.06, 0.02, 0.00, -0.05, 0.03, 0.01, -0.04, 0.02, 0.03, -0.04, 0.05, 0.05, -0.05, 0.00, 0.04, -0.06, -0.02, 0.02, -0.05, 0.03, 0.05, -0.05, 0.03, 0.04, -0.05, 0.04, 0.05, -0.07, -0.01, 0.03, -0.07, 0.03, 0.01

=====

This record from the OMol25 dataset describes C24H40IN3O6SZr as an isolated structure in a non-equilibrium geometry. The level of theory is wB97M-V/def2-TZVPD.

The geometry in XYZ format:
```
76
Properties=species:S:1:pos:R:3:forces:R:3
Zr -0.059 0.000 -0.079 -0.1 -1.0 0.4
C 2.370 -1.442 2.330 0.1 0.1 0.1
O 1.706 -0.310 1.661 0.0 0.0 -0.1
C 2.131 0.875 2.378 0.0 -0.1 0.1
C 1.871 2.070 1.530 0.0 0.2 -0.1
O 0.550 1.944 0.922 -0.2 -0.2 0.0
C -0.530 2.605 1.624 0.1 0.1 -0.1
C -1.196 1.600 2.524 0.0 -0.2 0.0
O -1.150 0.297 1.844 -0.1 0.0 0.2
C -1.336 -0.788 2.831 0.0 0.3 -0.1
H 3.445 -1.276 2.286 0.0 0.0 0.0
H 2.043 -1.473 3.368 0.0 0.0 0.0
H 2.117 -2.357 1.825 0.0 -0.1 -0.1
H 1.613 0.907 3.338 0.0 0.0 0.0
H 3.200 0.816 2.578 0.1 0.0 0.1
H 1.911 2.991 2.107 0.0 0.1 0.0
H 2.582 2.149 0.716 0.0 0.0 -0.1
H -0.148 3.446 2.197 0.1 0.0 0.0
H -1.184 3.004 0.861 0.0 0.1 -0.1
H -0.669 1.491 3.467 0.1 0.0 0.1
H -2.230 1.863 2.734 -0.1 0.0 0.0
H -2.381 -0.823 3.123 -0.1 0.0 0.0
H -1.009 -1.715 2.382 0.1 0.0 -0.1
H -0.721 -0.567 3.700 0.1 0.0 0.0
C -2.791 2.021 -0.580 0.0 0.0 -0.1
O -1.645 1.288 -1.120 0.4 0.1 0.1
C -1.777 1.220 -2.574 -0.1 0.0 0.1
C -0.618 0.452 -3.144 0.2 -0.1 0.1
O -0.248 -0.635 -2.239 -0.4 -0.3 0.0
C -0.926 -1.909 -2.530 0.0 0.3 0.0
C -2.237 -1.949 -1.787 -0.1 0.1 0.1
O -2.105 -1.263 -0.513 0.0 -0.1 0.1
C -3.416 -1.114 0.089 0.0 0.0 0.0
H -2.641 3.087 -0.737 0.0 0.0 0.0
H -3.686 1.701 -1.106 0.0 0.0 0.0
H -2.891 1.786 0.472 0.0 0.0 0.0
H -2.734 0.748 -2.789 -0.1 0.0 0.0
H -1.789 2.231 -2.977 0.0 0.1 0.0
H -0.875 0.039 -4.116 0.0 0.0 -0.1
H 0.264 1.068 -3.267 0.1 0.0 0.1
H -1.082 -1.995 -3.602 0.0 0.1 -0.1
H -0.248 -2.684 -2.217 0.2 -0.1 0.1
H -3.029 -1.447 -2.343 -0.1 0.0 0.0
H -2.542 -2.983 -1.623 0.0 -0.1 0.1
H -3.842 -2.099 0.283 0.0 0.0 0.0
H -3.310 -0.560 1.013 0.0 0.0 0.0
H -4.084 -0.583 -0.588 0.0 0.0 0.0
N -1.639 -3.843 1.588 -0.1 -0.1 0.0
C -0.476 -4.070 0.947 -0.1 0.2 0.1
S 0.407 -2.757 0.230 0.4 0.7 -0.4
N 0.036 -5.273 0.985 0.1 -0.2 -0.2
C 1.169 -5.930 0.353 0.0 0.1 0.1
C 1.543 -7.123 0.954 0.0 -0.1 0.2
C 2.559 -7.884 0.401 0.0 0.0 0.0
C 3.191 -7.458 -0.759 0.0 0.0 0.0
C 2.803 -6.270 -1.359 0.0 0.1 0.0
C 1.789 -5.495 -0.810 -0.1 0.0 0.0
H -2.158 -3.009 1.386 0.0 0.0 0.0
H -2.168 -4.610 1.981 0.0 0.0 0.0
H -0.475 -5.924 1.574 -0.1 -0.1 -0.1
H 1.045 -7.464 1.858 0.0 0.0 -0.1
H 2.848 -8.814 0.871 0.0 0.0 0.0
H 3.974 -8.060 -1.201 0.0 0.0 0.0
H 3.280 -5.952 -2.277 0.0 0.0 0.0
H 1.481 -4.593 -1.311 0.0 0.0 -0.1
I 1.000 3.535 -1.824 0.1 0.0 0.0
C 2.210 1.822 -1.759 -0.3 -0.2 0.2
C 3.438 1.930 -2.382 0.2 -0.1 -0.1
C 4.285 0.830 -2.429 0.1 0.1 -0.1
C 3.878 -0.367 -1.853 0.2 0.0 -0.1
C 2.655 -0.406 -1.246 -0.4 0.2 0.2
N 1.812 0.661 -1.173 0.2 0.2 -0.2
H 3.726 2.869 -2.833 0.0 0.0 0.0
H 5.250 0.908 -2.916 0.0 0.0 0.0
H 4.504 -1.249 -1.878 0.0 0.0 0.0
H 2.319 -1.330 -0.781 0.0 0.0 0.0
```
Positions in Å, forces in eV/Å.

## Properties
HOMO-LUMO gap (eV): 5.03
LUMO energy (eV): -13.06
Total charge: +4
Energy (eV): -62470.3883

From a Löwdin analysis of the wavefunction, the atomic charges in e read: 1.99, -0.03, -0.34, -0.13, -0.10, -0.37, -0.11, -0.09, -0.37, 0.01, 0.12, 0.12, 0.02, 0.15, 0.16, 0.16, 0.12, 0.17, 0.10, 0.14, 0.16, 0.12, 0.04, 0.12, 0.00, -0.37, -0.13, -0.10, -0.31, -0.11, -0.13, -0.38, -0.02, 0.12, 0.12, 0.09, 0.14, 0.14, 0.16, 0.09, 0.16, 0.08, 0.14, 0.16, 0.12, 0.08, 0.11, 0.14, -0.65, 0.80, 0.11, -0.22, -0.01, -0.02, -0.03, -0.05, -0.06, 0.06, 0.15, 0.17, 0.13, 0.13, 0.13, 0.12, 0.06, 1.23, -0.71, -0.08, 0.04, 0.02, -0.12, -0.14, 0.12, 0.15, 0.14, 0.07